Model P:
{
  "formula": "C4H10NO2",
  "method": "wB97M-V/def2-TZVPD",
  "charge": 1,
  "homo_ev": [-15.224, -15.225],
  "gap_ev": [8.65, 8.65],
  "elements": ["O", "O", "N", "C", "C", "C", "C", "H", "H", "H", "H", "H", "H", "H", "H", "H", "H"],
  "xyz": [[3.76238, -0.09889, 0.99868], [1.85215, 0.44347, 0.16018], [0.13844, 0.15006, -0.11033], [-0.09656, 1.18024, -1.08926], [2.79626, -0.47377, 0.42251], [-0.14920, -1.19300, -0.50800], [-0.43975, 0.35346, 1.16999], [0.48815, 2.01523, -0.85182], [0.07331, -1.95604, 0.18194], [0.49070, -1.33450, -1.46353], [-0.11088, -0.49274, 1.94674], [2.70368, -1.48322, 0.15111], [-1.59925, 0.19905, 1.18803], [-0.16006, 1.40812, 1.66901], [-1.18908, 1.47054, -1.26439], [-1.18900, -1.19527, -0.75683], [0.29553, 0.77208, -1.97463]]
}


Model Q:
{
  "formula": "C4H10NO2",
  "method": "wB97M-V/def2-TZVPD",
  "charge": 1,
  "homo_ev": -14.149,
  "gap_ev": 11.16,
  "elements": ["O", "O", "N", "C", "C", "C", "C", "H", "H", "H", "H", "H", "H", "H", "H", "H", "H"],
  "xyz": [[3.30082, 0.19418, -0.03455], [-1.12182, 1.59461, -0.00256], [1.03357, 0.17435, -0.52542], [-1.27298, 0.20828, -0.05937], [-2.63296, -0.44976, 0.11142], [2.03989, -0.19279, 0.44482], [-0.22826, -0.48476, -0.48424], [0.84852, 1.13538, -0.60111], [1.88284, 0.27589, 1.47573], [-0.09274, -1.54550, -0.69081], [-3.01493, -0.45622, 1.08200], [1.48348, -0.09485, -1.40534], [3.98376, 0.31403, 0.65048], [1.74407, -1.28978, 0.59843], [-3.30406, 0.01306, -0.65307], [-1.92982, 2.08494, 0.33369], [-2.71937, -1.48109, -0.24011]]
}


Need the numbers? Relative energies in eV: model P 3.034; model Q 0.000.


Model P:
{
  "formula": "C8H12O",
  "method": "wB97M-V/def2-TZVPD",
  "homo_ev": -8.100,
  "gap_ev": 9.04,
  "elements": ["O", "C", "C", "C", "C", "C", "C", "C", "C", "H", "H", "H", "H", "H", "H", "H", "H", "H", "H", "H", "H"],
  "xyz": [[-3.38137, -0.03326, 0.91683], [-2.21569, 0.00583, 0.09965], [-1.07284, -0.50003, 0.49762], [1.10970, 0.42571, 0.80759], [2.47022, 0.78451, 0.14877], [2.72047, -0.59971, -0.27688], [0.19426, -0.28470, -0.14476], [1.37863, -0.98660, 0.43504], [-2.55506, 0.54960, -1.30543], [2.65923, -0.84785, -1.34188], [3.53221, -1.07732, 0.14459], [-3.01902, 1.63232, -1.29080], [0.64003, 0.87425, 1.63405], [-3.10473, -0.35456, 1.79833], [3.10268, 1.21202, 1.03122], [-1.69374, 0.42928, -1.96011], [-0.99782, -0.84433, 1.50739], [1.03631, -1.91035, 0.85396], [-3.46686, -0.01654, -1.74797], [0.27607, -0.06215, -1.15445], [2.38730, 1.60388, -0.65273]]
}


Model Q:
{
  "formula": "C8H12O",
  "method": "wB97M-V/def2-TZVPD",
  "homo_ev": -9.753,
  "gap_ev": 10.62,
  "elements": ["O", "C", "C", "C", "C", "C", "C", "C", "C", "H", "H", "H", "H", "H", "H", "H", "H", "H", "H", "H", "H"],
  "xyz": [[0.52843, 1.24139, 1.77106], [-0.10565, 0.22061, 0.98222], [-0.31732, -1.03998, 1.70132], [1.43909, -0.86672, -0.84804], [-0.85649, 1.39729, 1.50357], [-1.02443, -0.50601, -1.19420], [0.23879, 0.05395, -0.66167], [-0.28192, -2.10699, 2.27135], [0.43901, 1.46026, -1.10528], [-0.94524, -0.52848, -2.34485], [-1.39321, 2.20512, 0.94162], [0.81672, 1.42116, -2.08946], [1.41506, -1.69372, -0.10868], [1.28551, -1.52910, -1.73253], [-1.37419, 1.24529, 2.43886], [-0.12571, -3.04829, 2.58873], [1.36652, 1.79129, -0.50962], [2.42004, -0.48831, -0.71759], [-0.41935, 2.06966, -1.25805], [-1.25233, -1.42717, -0.91156], [-1.85335, 0.12877, -0.71723]]
}


Need the numbers? Relative energies in eV: model P 0.000; model Q 1.344.